This record from the Open Molecules 2025 dataset describes an isolated ion of composition C8H17N2 and charge +1 at a distorted geometry. The level of theory is ωB97M-V/def2-TZVPD.

```
27
Properties=species:S:1:pos:R:3:forces:R:3
C -0.56195 -1.26652 1.99829 0.6 -0.1 -1.7
C 1.55511 -1.03282 1.07096 -0.5 2.3 -3.3
C 0.52305 -0.14008 -0.50047 1.6 -1.5 2.5
C -0.65176 0.55620 0.14763 -2.3 -0.8 0.3
C 0.10118 -1.35063 -1.21976 -1.5 1.2 -0.8
C 1.56753 0.72958 -1.17626 -1.7 -1.7 -2.2
C -0.37989 1.91263 0.73237 0.0 -0.8 3.5
C -1.94139 0.57156 -0.75278 1.8 5.6 -1.1
N -1.13948 -0.34189 1.27742 0.6 0.5 0.5
N 0.64232 -1.78677 1.81437 -1.2 1.4 0.9
H -1.19953 -1.69303 2.69385 -1.0 -1.1 1.3
H 2.27787 -1.67089 0.64325 0.6 -0.7 -0.9
H 2.12808 -0.17679 1.46085 -0.9 -0.3 0.8
H -0.51821 -2.03723 -0.76176 -1.3 -1.2 1.9
H 0.83235 -1.90651 -1.60527 3.8 -2.1 -0.9
H -0.42417 -1.26361 -2.14357 -0.8 1.4 -0.9
H 2.49645 0.51775 -0.78543 2.2 -0.5 0.7
H 1.38129 1.73470 -1.01571 -0.3 2.0 0.2
H 1.61988 0.53784 -2.29387 -0.2 0.2 1.3
H 0.59797 1.78126 1.24660 -0.7 0.6 0.2
H -1.16795 2.39921 1.42791 1.1 -1.6 -0.7
H -0.28784 2.68355 0.07636 0.6 1.8 -2.6
H -2.30006 -0.35264 -0.97718 -1.3 -2.6 -0.3
H -1.62948 1.03865 -1.78968 -0.6 -0.8 1.9
H -2.69287 1.35035 -0.31273 1.1 -1.8 -0.7
H -2.10621 -0.23395 1.54449 -0.1 0.5 -0.1
H 0.80248 -2.70943 2.18345 0.4 0.0 0.2
```
Positions in Å, forces in eV/Å.

Summary:
Energy relative to the best compared isomer or geometry (same formula, charge and spin)   68.4 kcal per mole
E_tot   -11543.2291 eV
Net charge   +1
Molecular weight   141.24 g mol⁻¹
Orbital gap   9.8 eV
Lowest unoccupied orbital energy   -3.16 eV